No. 1
A cluster of 2 separate species, C6H17NO in total. Source: OMol25; level of theory: ωB97M-V/def2-TZVPD.

```
25
Properties=species:S:1:pos:R:3:forces:R:3
C -1.3550 1.9077 1.8356 -0.5 0.8 2.6
N -0.9611 0.5448 1.6505 0.3 0.0 -0.6
C -0.3410 0.2057 0.3605 -1.8 -0.1 0.2
C 0.8463 -0.7092 0.5380 0.4 -0.1 -0.9
C 1.1040 -1.6096 -0.6621 -0.1 -1.1 -0.4
C 2.0425 -2.7790 -0.3335 1.2 1.1 0.1
C 1.5920 -0.9024 -1.9446 0.3 0.2 1.4
H -2.4353 2.0569 2.0024 -0.2 -0.1 -1.4
H -0.8711 2.6452 1.1974 -0.2 -0.1 -0.5
H -1.1373 2.3004 2.8515 0.8 -0.5 -0.2
H -0.4911 0.0955 2.4141 0.1 0.3 0.2
H -0.2196 1.1256 -0.2164 0.8 0.0 0.1
H -1.1297 -0.2840 -0.2347 0.3 -0.4 0.0
H 1.7562 -0.1494 0.6716 0.5 0.5 0.3
H 0.7512 -1.3218 1.4352 -0.3 -0.1 0.0
H 0.1897 -2.0973 -0.9776 -0.7 0.1 0.2
H 2.9480 -2.3433 0.1171 -0.2 -0.2 0.4
H 2.4637 -3.1588 -1.2529 -0.3 -0.6 -0.4
H 1.6730 -3.5770 0.3119 -0.2 0.2 -0.1
H 2.6719 -0.8144 -1.9463 0.4 -0.2 0.0
H 1.2560 0.1327 -1.9439 -0.5 -0.1 -0.6
H 1.2990 -1.5272 -2.7731 -0.2 0.4 -0.6
O -2.4177 2.6748 -1.3118 0.5 0.1 -0.2
H -3.3232 2.4583 -1.5322 -0.2 0.0 0.2
H -2.3574 2.8440 -0.3665 -0.3 -0.1 0.0
```
Forces are in eV/Å.

Values from the calculation:
**Total charge**: 0

---

No. 2
A cluster of 2 separate species, C6H17NO in total. Source: OMol25; level of theory: ωB97M-V/def2-TZVPD.

```
25
Properties=species:S:1:pos:R:3:forces:R:3
C 3.0462 -0.4436 -0.1062 0.0 0.8 0.8
N 2.0946 0.5241 0.5013 -0.4 -1.1 -0.2
C 0.7301 0.4903 -0.0726 0.2 0.4 0.8
C -0.3055 -0.1072 0.8926 1.1 -0.1 0.6
C -1.7507 0.1882 0.5212 -0.4 -1.4 -1.0
C -2.6547 0.5026 1.7071 0.2 0.3 0.0
C -2.3312 -0.9875 -0.3152 -0.1 0.2 -0.4
H 3.7704 0.1204 -0.6790 0.2 -0.2 -0.4
H 2.5921 -1.2116 -0.7157 -0.3 -0.1 -0.3
H 3.5753 -0.9491 0.6958 0.2 -0.1 0.1
H 1.9823 0.2434 1.4654 0.1 0.2 0.1
H 0.7350 -0.1185 -0.9771 -0.1 0.3 -0.3
H 0.4506 1.5367 -0.2446 -0.2 -0.2 -0.5
H -0.0521 -1.1713 1.0141 -0.6 -0.1 -0.4
H -0.0591 0.2285 1.9042 -0.2 0.7 0.0
H -1.7542 0.9768 -0.2277 0.1 0.6 0.4
H -3.6833 0.2227 1.4920 -0.1 -0.1 0.1
H -2.6627 1.5624 1.9241 0.1 0.4 0.1
H -2.3028 0.0190 2.6235 -0.2 -0.2 -0.2
H -2.9158 -1.6981 0.2591 0.1 -0.2 0.3
H -1.5629 -1.5239 -0.8550 0.5 -0.3 0.1
H -2.9704 -0.6425 -1.1340 -0.3 0.2 0.3
O 2.2260 0.4064 -3.2178 -0.4 0.4 0.3
H 2.0742 1.0023 -3.9592 0.1 -0.1 -0.1
H 1.7288 0.8295 -2.4965 0.3 -0.3 -0.2
```
Forces are in eV/Å.

Values from the calculation:
**Total charge**: 0

---

No. 3
A cluster of 2 separate species, C6H17NO in total. Source: OMol25; level of theory: ωB97M-V/def2-TZVPD.

```
25
Properties=species:S:1:pos:R:3:forces:R:3
C 1.4908 3.1303 -2.4336 1.7 -0.8 -0.7
C 0.6699 1.7777 -2.2073 5.3 -0.8 0.0
C 1.3987 0.9943 -0.9821 -1.3 -1.9 -0.8
C 0.4136 0.1942 -0.0294 0.4 3.4 2.1
C -0.1661 -1.1775 -0.3521 -0.8 -0.2 -0.1
C -0.0651 -2.1082 0.8927 -0.5 -2.6 -1.4
N -0.7894 -1.6224 2.0685 -2.3 -1.2 0.2
H 2.1471 3.3925 -3.3282 -0.4 -1.7 0.7
H 2.1365 3.2043 -1.5521 0.0 0.4 -0.3
H 0.9724 4.0414 -2.5310 -1.8 0.9 0.7
H 0.7556 1.0188 -3.0116 -0.4 1.0 0.0
H -0.2885 2.0776 -2.0559 -2.9 0.3 0.8
H 2.0736 1.6159 -0.3696 -0.6 -0.1 -0.3
H 2.0007 0.1428 -1.3791 0.2 1.0 -0.3
H 1.0369 0.1414 0.9966 -1.7 0.0 -2.0
H -0.3894 1.0190 0.0893 0.8 -1.6 0.6
H 0.2441 -1.5108 -1.3003 0.9 -0.8 0.2
H -1.2347 -1.2039 -0.6807 0.4 0.7 0.7
H -0.4684 -3.2226 0.5700 0.8 2.7 0.9
H 0.9747 -2.2968 1.2064 -0.1 0.3 -0.4
H -1.1082 -0.6494 1.9730 0.2 -0.7 -0.1
H -1.6639 -2.2372 2.2519 2.0 1.7 -0.3
O -3.2829 -2.4935 3.7200 -1.4 2.3 2.0
H -2.9682 -2.5756 4.6704 -0.5 0.1 -1.8
H -3.8899 -1.6526 3.7741 1.7 -2.4 -0.2
```
Forces are in eV/Å.

Values from the calculation:
**Total charge**: 0

---

No. 4
A cluster of 2 separate species, C6H17NO in total. Source: OMol25; level of theory: ωB97M-V/def2-TZVPD.

```
25
Properties=species:S:1:pos:R:3:forces:R:3
C 0.8107 2.6525 1.0194 0.4 -0.3 -0.5
C 0.0236 1.7889 0.0288 -0.1 -0.6 1.0
C -0.4673 0.5159 0.7100 0.2 -0.5 0.2
N -1.2841 -0.3043 -0.1856 0.3 -0.1 0.7
C -2.3212 -0.9873 0.5595 0.2 -1.1 -0.9
C -0.4266 -1.1485 -1.0407 -0.9 0.2 -0.8
C -0.6072 -2.6635 -1.0167 0.1 -0.4 0.8
H 1.8540 2.3448 1.0024 0.2 0.0 0.0
H 0.4886 2.5112 2.0514 -0.3 0.2 0.0
H 0.7893 3.6983 0.7277 -0.1 0.2 0.2
H 0.6471 1.4965 -0.8154 0.0 0.2 -0.1
H -0.8841 2.2549 -0.3244 -0.1 0.5 -0.3
H -1.0296 0.7303 1.6251 -0.2 0.4 -0.3
H 0.3821 -0.0774 1.0974 0.1 0.1 -0.1
H -2.9727 -0.2672 1.0166 -0.3 0.2 0.3
H -2.8879 -1.6480 -0.1044 -0.3 0.5 -0.1
H -1.9388 -1.7110 1.2828 0.2 0.2 0.6
H -0.6269 -0.8358 -2.0682 0.2 0.1 -0.1
H 0.6042 -0.8951 -0.8200 0.3 0.0 -0.1
H 0.0117 -3.1278 -0.2476 0.1 0.0 0.0
H -0.3159 -3.0911 -1.9700 0.1 0.0 -0.1
H -1.6180 -3.0091 -0.7893 0.0 0.2 -0.3
O 3.5816 0.7693 -0.7126 0.5 -0.7 0.2
H 4.3571 1.1773 -0.3044 -0.2 0.1 -0.1
H 3.8304 -0.1739 -0.7219 -0.3 0.5 -0.1
```
Forces are in eV/Å.

Values from the calculation:
**Total charge**: 0

---

Taking the records one at a time from the top gives ΔE to the lowest compared entry with this formula, charge and spin values of 28.7, 23.6, 60.5, 25.3 kcal/mol.
Taking the records one at a time from the top gives HOMO level values of -8.35, -8.83, -8.78, -8.04 eV.
Taking the records one at a time from the top gives molar mass values of 119.2, 119.2, 119.2, 119.2 g/mol.